1.
{
  "formula": "CH3N2O",
  "method": "wB97M-V/def2-TZVPD",
  "species": ["H", "N", "C", "H", "H", "N", "O"],
  "xyz": [[1.08, -0.26, 1.30], [-0.96, -1.00, -0.69], [0.70, 0.36, 0.50], [1.48, 1.26, 0.46], [-0.23, 0.95, -1.12], [-0.26, 0.20, -0.34], [-1.82, -1.51, -0.11]],
  "lumo_ev": -6.73,
  "e_above_lowest_kcal_mol": 89.3,
  "molar_mass_da": 59.05,
  "total_charge": 1,
  "homo_lumo_gap_ha": 0.3486,
  "e_homo_ev": -16.22,
  "smiles": "C=[NH+]N=O"
}

2.
{
  "formula": "CH3N2O",
  "method": "wB97M-V/def2-TZVPD",
  "species": ["N", "N", "O", "H", "H", "C", "H"],
  "xyz": [[-0.59, 0.43, 0.31], [-0.46, -0.81, 0.02], [-1.34, 1.25, 0.96], [1.55, -0.19, 0.61], [1.13, 0.44, -1.02], [0.69, 0.07, -0.06], [-0.98, -1.18, -0.82]],
  "lumo_ev": [-4.01, -10.09],
  "s2": 2.0076,
  "e_above_lowest_kcal_mol": 47.9,
  "molar_mass_da": 59.05,
  "total_charge": 1,
  "spin_multiplicity": 3,
  "homo_lumo_gap_ha": [0.4469, 0.2941],
  "e_homo_ev": [-16.17, -18.09]
}

3.
{
  "formula": "CH3N2O2",
  "method": "wB97M-V/def2-TZVPD",
  "species": ["N", "H", "O", "H", "C", "H", "N", "O"],
  "xyz": [[1.78, -1.15, -0.47], [-0.75, -1.17, 0.32], [2.81, -0.90, -0.87], [-0.98, 0.38, 0.40], [0.78, 0.08, -0.33], [1.23, 1.18, -0.44], [-0.31, -0.27, 0.11], [1.23, -2.09, -0.02]],
  "lumo_ev": -6.92,
  "e_above_lowest_kcal_mol": 66.2,
  "molar_mass_da": 75.05,
  "total_charge": 1,
  "homo_lumo_gap_ha": 0.3769,
  "e_homo_ev": -17.17,
  "smiles": "[NH2+]=C[N+](=O)[O-]"
}

4.
{
  "formula": "CH3N2O2",
  "method": "wB97M-V/def2-TZVPD",
  "species": ["H", "C", "O", "H", "O", "N", "H", "N"],
  "xyz": [[1.35, 1.56, -0.25], [0.23, 0.04, 0.45], [0.52, 0.63, -1.77], [0.70, -0.03, 1.48], [-1.48, -0.83, -0.66], [0.71, 0.76, -0.60], [-1.23, -1.39, 0.99], [-0.80, -0.74, 0.36]],
  "lumo_ev": [-7.86, -7.73],
  "e_above_lowest_kcal_mol": 87.3,
  "molar_mass_da": 75.05,
  "total_charge": 1,
  "homo_lumo_gap_ha": [0.3162, 0.3314],
  "e_homo_ev": [-16.47, -16.75],
  "smiles": "O=[NH+]/C=[NH+]\\[O-]"
}

5.
{
  "formula": "CH3N2OP",
  "method": "wB97M-V/def2-TZVPD",
  "species": ["H", "H", "H", "N", "N", "C", "O", "P"],
  "xyz": [[1.33, -0.16, 1.51], [-1.17, -0.52, -2.75], [-0.38, 0.61, 1.08], [0.95, 0.29, -0.38], [0.28, 0.62, -1.37], [0.63, 0.26, 0.83], [-1.62, -0.92, -0.36], [-1.27, 0.00, -1.39]],
  "lumo_ev": -1.35,
  "e_above_lowest_kcal_mol": 73.0,
  "molar_mass_da": 90.02,
  "total_charge": 0,
  "homo_lumo_gap_ha": 0.2905,
  "e_homo_ev": -9.25
}

6.
{
  "formula": "CH3N2PS",
  "method": "wB97M-V/def2-TZVPD",
  "species": ["S", "H", "H", "H", "N", "N", "P", "C"],
  "xyz": [[0.16, 1.68, -0.14], [2.54, -0.09, 1.25], [-1.36, 0.28, -1.51], [-1.35, -0.09, 0.17], [1.33, -1.03, -0.21], [0.14, -1.08, -0.51], [2.41, 0.24, -0.04], [-0.67, 0.10, -0.57]],
  "lumo_ev": -0.99,
  "e_above_lowest_kcal_mol": 74.8,
  "molar_mass_da": 106.09,
  "total_charge": 0,
  "homo_lumo_gap_ha": 0.2859,
  "e_homo_ev": -8.77
}

7.
{
  "formula": "CH3N2PS",
  "method": "wB97M-V/def2-TZVPD",
  "species": ["H", "C", "H", "H", "N", "P", "N", "S"],
  "xyz": [[-1.01, 2.92, 1.09], [-1.46, -0.32, -0.48], [1.49, -2.33, 0.05], [3.17, -1.24, 0.47], [-1.60, -1.26, -1.15], [-1.92, 1.34, -0.06], [-0.74, 2.10, 0.56], [2.06, -1.21, -0.48]],
  "lumo_ev": [0.38, -3.31],
  "s2": 2.0176,
  "e_above_lowest_kcal_mol": 0.0,
  "molar_mass_da": 106.09,
  "total_charge": 0,
  "spin_multiplicity": 3,
  "homo_lumo_gap_ha": [0.3040, 0.2310],
  "e_homo_ev": [-7.89, -9.60]
}

8.
{
  "formula": "CH3N3O",
  "method": "wB97M-V/def2-TZVPD",
  "species": ["C", "H", "N", "H", "O", "N", "N", "H"],
  "xyz": [[1.71, -0.51, -0.06], [1.04, -1.48, 0.13], [1.36, 0.61, 0.06], [0.42, 0.88, 0.12], [-2.26, 1.43, -0.59], [-2.45, 0.42, -0.01], [-2.59, -0.58, 0.43], [2.77, -0.78, -0.10]],
  "lumo_ev": 0.99,
  "e_above_lowest_kcal_mol": 79.5,
  "molar_mass_da": 73.06,
  "total_charge": 0,
  "homo_lumo_gap_ha": 0.3892,
  "e_homo_ev": -9.60,
  "smiles": "N#[N+][O-].C=N"
}

9.
{
  "formula": "CH3N3O2",
  "method": "wB97M-V/def2-TZVPD",
  "species": ["N", "O", "H", "N", "N", "H", "C", "H", "O"],
  "xyz": [[-1.79, 0.15, 0.30], [2.30, 1.48, -0.09], [-1.86, 1.84, -0.72], [-1.85, 1.33, 0.16], [1.11, -0.53, -0.16], [0.62, -2.22, 0.82], [1.84, 0.42, -0.06], [-1.52, -0.61, -0.35], [1.15, -1.86, 0.10]],
  "lumo_ev": 0.20,
  "e_above_lowest_kcal_mol": 134.1,
  "molar_mass_da": 89.05,
  "total_charge": 0,
  "homo_lumo_gap_ha": 0.3182,
  "e_homo_ev": -8.45,
  "smiles": "[H]/N=N\\[H].O=C=NO"
}

10.
{
  "formula": "CH3N3O2S",
  "method": "wB97M-V/def2-TZVPD",
  "species": ["H", "O", "N", "H", "N", "C", "S", "N", "O", "H"],
  "xyz": [[-0.17, 1.83, 0.71], [-2.09, 0.60, -0.99], [-0.84, -1.56, -1.05], [2.76, -0.40, 1.54], [1.74, -0.30, 1.86], [0.97, 0.36, 1.19], [-0.81, -0.08, -1.29], [-0.06, 0.82, 0.64], [0.15, 0.63, -2.08], [-1.65, -1.90, -0.53]],
  "lumo_ev": 0.22,
  "e_above_lowest_kcal_mol": 48.8,
  "molar_mass_da": 121.12,
  "total_charge": 0,
  "homo_lumo_gap_ha": 0.3954,
  "e_homo_ev": -10.55
}

11.
{
  "formula": "CH3N3O2S",
  "method": "wB97M-V/def2-TZVPD",
  "species": ["H", "N", "N", "O", "C", "S", "N", "H", "O", "H"],
  "xyz": [[2.49, -0.92, 1.37], [-0.47, 0.76, 0.18], [0.35, -1.45, -0.49], [-1.81, -0.25, -1.24], [0.50, -0.39, 0.12], [1.83, 0.23, 1.18], [-1.57, 0.75, -0.65], [1.09, -2.13, -0.43], [-2.19, 1.78, -0.68], [-0.22, 1.62, 0.65]],
  "lumo_ev": 0.35,
  "e_above_lowest_kcal_mol": 83.5,
  "molar_mass_da": 121.12,
  "total_charge": 0,
  "homo_lumo_gap_ha": 0.3958,
  "e_homo_ev": -10.42,
  "smiles": "[H]/N=C(\\S)N[N+](=O)[O-]"
}

12.
{
  "formula": "CH3N3O3",
  "method": "wB97M-V/def2-TZVPD",
  "species": ["N", "H", "O", "O", "O", "N", "H", "N", "H", "C"],
  "xyz": [[1.35, 0.80, -0.17], [1.92, 1.58, -0.14], [-2.11, 0.62, 0.21], [-0.61, -1.12, 0.02], [-4.40, 0.26, -0.17], [-0.74, 0.09, 0.21], [1.90, -0.08, 0.14], [0.10, 1.02, 0.26], [-2.93, -1.14, 0.02], [-3.27, -0.16, 0.02]],
  "lumo_ev": 0.28,
  "e_above_lowest_kcal_mol": 70.0,
  "molar_mass_da": 105.05,
  "total_charge": 0,
  "homo_lumo_gap_ha": 0.3609,
  "e_homo_ev": -9.54,
  "smiles": "N/N=[N+](\\[O-])OC=O"
}

13.
{
  "formula": "CH3N3OS",
  "method": "wB97M-V/def2-TZVPD",
  "species": ["H", "C", "S", "H", "N", "N", "N", "O", "H"],
  "xyz": [[1.69, -1.00, -0.55], [0.53, 0.54, 0.23], [-1.25, 0.75, 0.39], [1.18, 1.30, -0.30], [-0.04, -1.72, -0.24], [-1.65, -0.93, 0.34], [0.78, -0.78, -0.29], [-1.94, 1.20, -0.86], [0.70, 0.65, 1.28]],
  "lumo_ev": [-0.97, -0.97],
  "e_above_lowest_kcal_mol": 156.0,
  "molar_mass_da": 105.12,
  "total_charge": 0,
  "homo_lumo_gap_ha": [0.2979, 0.2978],
  "e_homo_ev": [-9.08, -9.07]
}

14.
{
  "formula": "CH3N3S",
  "method": "wB97M-V/def2-TZVPD",
  "species": ["H", "N", "S", "C", "N", "N", "H", "H"],
  "xyz": [[3.20, 1.42, 0.20], [0.26, 0.61, 0.58], [-3.01, -1.16, 0.37], [-1.68, -1.15, -0.59], [1.35, 0.93, 0.56], [2.48, 1.18, 0.78], [-0.73, -0.47, -0.28], [-1.87, -1.37, -1.64]],
  "lumo_ev": -0.19,
  "e_above_lowest_kcal_mol": 51.9,
  "molar_mass_da": 89.12,
  "total_charge": 0,
  "homo_lumo_gap_ha": 0.3010,
  "e_homo_ev": -8.38
}

15.
{
  "formula": "CH3N3S",
  "method": "wB97M-V/def2-TZVPD",
  "species": ["H", "C", "N", "N", "H", "N", "S", "H"],
  "xyz": [[-0.59, 0.42, -1.38], [-0.54, 0.48, -0.26], [-2.71, -1.17, -0.24], [-1.66, -1.53, 0.03], [0.32, 0.94, 0.26], [-0.57, -0.98, 0.18], [-2.05, 1.36, 0.11], [0.37, -1.42, 0.20]],
  "lumo_ev": [-0.73, -0.91],
  "e_above_lowest_kcal_mol": 46.0,
  "molar_mass_da": 89.12,
  "total_charge": 0,
  "homo_lumo_gap_ha": [0.2751, 0.2667],
  "e_homo_ev": [-8.22, -8.16]
}

16.
{
  "formula": "CH3N4",
  "method": "wB97M-V/def2-TZVPD",
  "species": ["N", "N", "H", "H", "N", "C", "H", "N"],
  "xyz": [[1.88, -0.21, -0.14], [0.65, -1.03, 0.18], [-1.81, -0.11, -0.05], [0.26, -1.91, -0.38], [1.38, 0.86, 0.13], [0.07, 0.19, 0.18], [-1.34, 1.61, 0.15], [-1.09, 0.60, -0.07]],
  "lumo_ev": -6.44,
  "e_above_lowest_kcal_mol": 87.3,
  "molar_mass_da": 71.06,
  "total_charge": 1,
  "homo_lumo_gap_ha": 0.3864,
  "e_homo_ev": -16.96
}

17.
{
  "formula": "CH3N5",
  "method": "wB97M-V/def2-TZVPD",
  "species": ["N", "N", "N", "H", "H", "N", "N", "C", "H"],
  "xyz": [[-0.63, 0.02, 0.85], [0.85, -1.30, 0.09], [0.71, -0.23, -0.74], [-1.30, 0.33, 1.53], [1.27, -0.18, -1.57], [-0.58, 1.74, -0.92], [0.04, -1.15, 1.05], [-0.23, 0.67, -0.31], [-1.31, 2.21, -0.40]],
  "lumo_ev": 0.87,
  "e_above_lowest_kcal_mol": 12.2,
  "molar_mass_da": 85.07,
  "total_charge": 0,
  "homo_lumo_gap_ha": 0.3581,
  "e_homo_ev": -8.88,
  "smiles": "N=c1[nH]nn[nH]1"
}

18.
{
  "formula": "CH3N5",
  "method": "wB97M-V/def2-TZVPD",
  "species": ["C", "N", "H", "N", "N", "H", "N", "H", "N"],
  "xyz": [[0.01, -0.35, -0.20], [0.42, 0.41, 0.81], [0.63, -2.01, -1.25], [-0.41, 1.43, 0.69], [0.55, -1.60, -0.34], [1.41, -1.65, 0.20], [-1.00, 0.21, -0.90], [-0.35, 2.22, 1.32], [-1.25, 1.35, -0.31]],
  "lumo_ev": 1.15,
  "e_above_lowest_kcal_mol": 0.2,
  "molar_mass_da": 85.07,
  "total_charge": 0,
  "homo_lumo_gap_ha": 0.3837,
  "e_homo_ev": -9.29,
  "smiles": "Nc1nn[nH]n1"
}

19.
{
  "formula": "CH3N5O",
  "method": "wB97M-V/def2-TZVPD",
  "species": ["H", "N", "N", "N", "H", "N", "N", "O", "H", "C"],
  "xyz": [[-1.25, -0.27, 0.15], [-0.50, -1.08, 0.25], [2.90, -0.74, 0.05], [1.43, 0.71, 0.10], [1.31, 2.69, -0.01], [1.82, -1.48, -0.01], [2.67, 0.48, -0.08], [0.72, 1.90, 0.11], [-0.93, -2.05, 0.38], [0.75, -0.85, 0.08]],
  "lumo_ev": 0.46,
  "e_above_lowest_kcal_mol": 77.6,
  "molar_mass_da": 101.07,
  "total_charge": 0,
  "homo_lumo_gap_ha": 0.3273,
  "e_homo_ev": -8.45,
  "smiles": "Nc1nnnn1O"
}

20.
{
  "formula": "CH3N5O2",
  "method": "wB97M-V/def2-TZVPD",
  "species": ["N", "O", "N", "N", "C", "H", "N", "N", "H", "H", "O"],
  "xyz": [[0.34, 0.66, -0.48], [1.82, 0.46, -0.20], [1.95, -0.78, 0.15], [0.82, -1.45, 0.18], [-0.25, -0.49, -0.05], [-0.57, 1.89, 1.70], [-1.40, -0.77, 0.16], [-0.21, 1.82, 0.24], [0.57, 2.60, -0.11], [-3.19, -1.01, -0.23], [-2.54, -0.07, -0.16]],
  "lumo_ev": -0.56,
  "e_above_lowest_kcal_mol": 145.1,
  "molar_mass_da": 117.07,
  "total_charge": 0,
  "homo_lumo_gap_ha": 0.3287,
  "e_homo_ev": -9.51
}